Entry 1:
{"formula": "H7O4", "method": "ωB97M-V with the def2-TZVPD basis set", "orbital_gap_ha": [0.42292, 0.25642], "de_lowest_kj_mol": 17.4, "max_force_ha_per_bohr": 0.02377, "spin_multiplicity": 2, "total_energy_ha": -305.03745, "homo_ev": [-11.4, -11.4], "s2": 0.7547, "elements": ["O", "H", "O", "H", "H", "O", "H", "H", "O", "H", "H"], "positions_angstrom": [[-0.0457, -0.5589, 0.6538], [0.4040, -1.4202, 0.6411], [1.8234, 1.6951, 1.7535], [1.3975, 0.8897, 1.4523], [2.1058, 2.1292, 0.9528], [0.4083, 0.5727, -1.4906], [0.2733, 0.0660, -2.3017], [0.2305, -0.0458, -0.7314], [-2.5184, -1.3392, -0.2785], [-1.7370, -1.3277, 0.2819], [-2.3415, -0.6609, -0.9333]]}



Entry 2:
{"formula": "C5H6N2", "method": "ωB97M-V with the def2-TZVPD basis set", "orbital_gap_ha": 0.38832, "smiles": "N#C[C@H]1C[C@H]2CN21", "de_lowest_kj_mol": 418.7, "max_force_ha_per_bohr": 0.04996, "total_energy_ha": -303.47658, "homo_ev": -9.7, "elements": ["N", "C", "C", "C", "C", "C", "N", "H", "H", "H", "H", "H", "H"], "positions_angstrom": [[2.5191, -0.9799, 1.3255], [1.7153, -0.2583, 0.9156], [0.6483, 0.5845, 0.3911], [0.2755, 0.4838, -1.0972], [-1.1809, 0.2669, -0.6479], [-1.1759, -0.9440, 0.1975], [-0.6691, 0.1725, 0.9550], [0.8297, 1.6272, 0.6693], [0.7289, -0.3686, -1.6186], [0.4668, 1.3854, -1.6780], [-1.5929, 1.0574, 0.0367], [-0.4333, -1.7125, 0.0008], [-2.1316, -1.3143, 0.5503]]}



Entry 3:
{"formula": "C2H9OS", "method": "ωB97M-V with the def2-TZVPD basis set", "orbital_gap_ha": 0.29840, "de_lowest_kj_mol": 322.4, "max_force_ha_per_bohr": 0.05687, "total_energy_ha": -554.62723, "homo_ev": -15.3, "total_charge": 1, "elements": ["O", "H", "H", "H", "C", "C", "S", "H", "H", "H", "H", "H", "H"], "positions_angstrom": [[1.1653, -0.7922, -0.6152], [1.8506, -1.0875, 0.0724], [2.7850, 2.1665, 0.2399], [1.7363, -0.1114, -0.9814], [-1.2322, 0.0858, 0.9223], [-1.8713, -0.6303, -0.1732], [-1.5995, -0.1710, -1.8084], [-1.9546, 0.4384, 1.7140], [-0.4007, -0.5442, 1.2336], [-0.8280, 1.0120, 0.4407], [3.1399, 1.6610, 0.6478], [-2.5538, -1.4410, 0.0037], [-0.2370, -0.5858, -1.6962]]}



Entry 4:
{"formula": "C15H18F5N4O3PtTe", "method": "ωB97M-V with the def2-TZVPD basis set", "orbital_gap_ha": 0.18217, "max_force_ha_per_bohr": 0.00494, "total_energy_ha": -1912.67962, "homo_ev": -18.4, "total_charge": 3, "elements": ["Pt", "O", "C", "C", "C", "C", "N", "C", "C", "C", "C", "C", "C", "O", "C", "C", "N", "H", "H", "H", "H", "H", "H", "H", "H", "H", "H", "H", "H", "F", "Te", "F", "F", "F", "F", "O", "C", "N", "C", "C", "N", "H", "H", "H", "H", "H", "H"], "positions_angstrom": [[-0.5037, -0.8667, -0.0618], [3.8336, 4.3076, -0.9482], [4.3117, 3.0578, -0.5529], [3.1476, 2.1263, -0.4620], [3.3045, 0.8069, -0.0049], [2.2219, -0.0129, 0.0811], [0.9769, 0.4125, -0.2948], [0.8126, 1.6764, -0.7451], [1.8805, 2.5458, -0.8351], [-1.5960, 1.8142, -0.7704], [-2.5864, 2.7528, -0.9512], [-3.8888, 2.4354, -0.5951], [-4.9800, 3.4674, -0.7251], [-4.5869, 4.5768, -1.4727], [-4.1464, 1.1532, -0.0744], [-3.1138, 0.2800, 0.0936], [-1.8337, 0.6061, -0.2494], [4.5526, 4.9465, -1.0102], [4.8159, 3.0784, 0.4228], [5.0246, 2.6264, -1.2707], [4.2725, 0.4251, 0.2927], [2.2934, -1.0240, 0.4491], [1.7098, 3.5463, -1.2094], [-2.3425, 3.7189, -1.3734], [-5.1885, 3.8198, 0.2927], [-5.9027, 2.9977, -1.0801], [-4.7613, 4.4408, -2.4117], [-5.1471, 0.8500, 0.2043], [-3.2675, -0.7089, 0.5152], [-1.7439, 0.6544, 2.5637], [-0.4880, -0.6789, 2.6429], [-0.5717, -0.7318, 4.4370], [0.8059, -1.9898, 2.5887], [0.8314, 0.5947, 2.5663], [-1.8029, -1.9495, 2.3665], [-0.3594, 2.1123, -1.2340], [1.5311, -5.6533, 1.1565], [1.1799, -4.9523, -0.1046], [1.3210, -5.7028, -1.3809], [0.7391, -3.7636, -0.0937], [0.3297, -2.6644, -0.0817], [0.9042, -6.5388, 1.2401], [1.3617, -4.9965, 2.0051], [2.5793, -5.9409, 1.1086], [0.6975, -6.5926, -1.3241], [2.3658, -5.9833, -1.4965], [1.0065, -5.0797, -2.2131]]}



Entry 5:
{"formula": "C19H43GdO2P3S", "method": "ωB97M-V with the def2-TZVPD basis set", "orbital_gap_ha": [0.24523, 0.16090], "de_lowest_kj_mol": 7.6, "max_force_ha_per_bohr": 0.10774, "spin_multiplicity": 8, "total_energy_ha": -3087.12278, "homo_ev": [-16.1, -15.5], "total_charge": 3, "s2": 16.6853, "elements": ["Gd", "P", "P", "P", "H", "C", "C", "H", "C", "C", "C", "C", "C", "C", "C", "C", "C", "H", "H", "H", "H", "H", "H", "H", "H", "H", "H", "H", "H", "H", "H", "H", "H", "H", "H", "H", "H", "H", "H", "H", "H", "H", "H", "H", "H", "H", "C", "C", "C", "C", "C", "C", "O", "H", "H", "H", "H", "H", "H", "C", "S", "C", "O", "H", "H", "H", "H", "H", "H"], "positions_angstrom": [[-1.4537, 1.2538, 0.0655], [-2.6137, -1.3151, 0.5095], [1.0736, -0.7742, 2.3586], [2.8825, -2.0339, -1.9704], [-2.4094, 3.8801, -0.9067], [-2.0893, 2.9401, -1.3713], [-2.9971, 1.8551, -1.4980], [-3.9958, 1.9110, -1.0522], [-4.2829, -1.1410, 1.2671], [-1.7405, -2.4498, 1.6584], [-3.0498, -2.3847, -0.9170], [2.3724, 0.4567, 1.9618], [0.5624, -0.2222, 4.0334], [2.1246, -2.2099, 2.8446], [2.3347, -2.0732, -3.6770], [1.8441, -3.0527, -0.9211], [4.6189, -2.4629, -1.8535], [-1.2796, 3.0871, -2.1023], [-2.9199, 1.1519, -2.3323], [-4.9025, -0.5205, 0.6028], [-4.2015, -0.6432, 2.2443], [-4.7584, -2.1262, 1.3923], [-1.4452, -1.9000, 2.5660], [-0.8231, -2.8273, 1.1828], [-2.3657, -3.3016, 1.9528], [-3.4082, -1.7439, -1.7358], [-3.8478, -3.0904, -0.6423], [-2.1697, -2.9417, -1.2644], [3.2926, 0.2608, 2.5299], [2.0057, 1.4677, 2.1791], [2.5858, 0.3923, 0.8862], [1.2721, -0.5740, 4.7956], [-0.4294, -0.6493, 4.2437], [0.4762, 0.8706, 4.0790], [2.9428, -1.8906, 3.5088], [2.5473, -2.6776, 1.9444], [1.5040, -2.9585, 3.3579], [2.7663, -2.9600, -4.1589], [2.6645, -1.1743, -4.2169], [1.2411, -2.1260, -3.7187], [1.3641, -3.8243, -1.5341], [1.0716, -2.4346, -0.4466], [2.4423, -3.5466, -0.1454], [4.9286, -3.0198, -2.7462], [4.8008, -3.0752, -0.9644], [5.2059, -1.5366, -1.7807], [0.6623, 0.8579, -2.3320], [1.7469, 1.7841, -2.2943], [2.1702, 2.3982, -3.4615], [1.5125, 2.1493, -4.6717], [0.3560, 1.3632, -4.6937], [-0.0856, 0.7221, -3.5433], [0.4222, 0.1072, -1.2611], [2.7478, -0.6994, -1.5326], [2.2443, 1.9763, -1.3392], [3.0191, 3.0810, -3.4254], [1.8726, 2.5831, -5.6117], [-0.2151, 1.2524, -5.6188], [-0.9835, 0.0937, -3.5302], [-1.7195, 4.7049, 2.8459], [-0.9221, 3.1279, 3.1964], [-2.3264, 2.3974, 4.0785], [-0.8836, 2.3845, 1.8065], [-1.5984, 5.3273, 3.7488], [-2.7859, 4.5638, 2.6206], [-1.2046, 5.1714, 1.9987], [-2.2274, 2.7249, 5.1239], [-2.2686, 1.3064, 4.0259], [-3.2746, 2.7570, 3.6620]]}



Entry 6:
{"formula": "C28H41NO18", "method": "ωB97M-V with the def2-TZVPD basis set", "orbital_gap_ha": 0.29546, "smiles": "C[C@H]1COC(=O)O1.C[C@H]1COC(=O)O1.C[C@H]1COC(=O)O1.C[C@H]1COC(=O)O1.C[C@H]1COC(=O)O1.C[C@H]1COC(=O)O1.c1cc[nH]c1", "de_lowest_kj_mol": 7.0, "max_force_ha_per_bohr": 0.04072, "total_energy_ha": -2500.67766, "homo_ev": -8.2, "elements": ["C", "C", "C", "O", "C", "O", "O", "H", "H", "H", "H", "H", "H", "C", "C", "C", "O", "C", "O", "O", "H", "H", "H", "H", "H", "H", "C", "C", "C", "O", "C", "O", "O", "H", "H", "H", "H", "H", "H", "C", "C", "C", "O", "C", "O", "O", "H", "H", "H", "H", "H", "H", "C", "C", "C", "O", "C", "O", "O", "H", "H", "H", "H", "H", "H", "C", "C", "C", "O", "C", "O", "O", "H", "H", "H", "H", "H", "H", "N", "C", "C", "C", "C", "H", "H", "H", "H", "H"], "positions_angstrom": [[0.3120, 3.3631, -1.1026], [0.2698, 2.3853, 0.0563], [-1.1393, 2.1314, 0.6715], [-1.2683, 0.7080, 0.6093], [-0.2205, 0.1513, -0.0122], [-0.0394, -1.0164, -0.1472], [0.6173, 1.0948, -0.4556], [-0.6239, 3.4133, -1.6647], [1.1225, 3.2167, -1.8107], [0.4066, 4.3768, -0.6954], [0.9763, 2.7239, 0.8142], [-1.9065, 2.5749, 0.0391], [-1.1941, 2.4641, 1.7025], [3.6971, 1.3483, 0.6048], [3.6569, -0.0645, 1.1718], [4.2218, -1.1135, 0.1922], [5.2787, -1.7369, 0.9165], [5.4867, -1.0849, 2.0850], [6.3822, -1.2821, 2.8348], [4.5147, -0.1643, 2.2982], [4.6665, 1.5815, 0.1586], [3.3897, 2.0100, 1.4181], [3.0137, 1.5085, -0.2304], [2.6189, -0.2457, 1.4541], [4.6039, -0.6973, -0.7360], [3.4344, -1.8513, 0.0264], [-4.9844, 3.3078, -3.4036], [-4.5256, 4.3895, -4.3727], [-4.1886, 5.6823, -3.6465], [-2.8101, 5.4882, -3.3211], [-2.2899, 4.6196, -4.2222], [-1.1319, 4.3610, -4.2975], [-3.2651, 4.0502, -4.9605], [-4.2925, 3.2203, -2.5697], [-5.1684, 2.3621, -3.9132], [-5.9857, 3.5834, -3.0600], [-5.2975, 4.5699, -5.1178], [-4.7800, 5.8686, -2.7487], [-4.3259, 6.6080, -4.2134], [-1.8516, -5.8589, -0.1454], [-0.5950, -5.1121, -0.4718], [-0.0448, -4.1136, 0.5460], [1.3292, -4.4432, 0.6833], [1.6172, -5.5283, -0.0897], [2.6992, -5.9812, -0.2706], [0.4780, -6.0711, -0.5459], [-2.7245, -5.2030, -0.0477], [-1.7548, -6.3933, 0.8015], [-2.2004, -6.5514, -0.9133], [-0.6853, -4.7091, -1.4893], [-0.6516, -4.0815, 1.4537], [-0.1817, -3.1308, 0.0935], [1.6809, -0.9708, -2.8568], [1.2490, -2.4432, -3.0084], [1.1504, -2.8439, -4.4864], [2.1415, -3.8649, -4.5987], [2.7963, -4.0525, -3.4325], [3.6524, -4.8582, -3.2991], [2.2560, -3.2742, -2.4534], [2.0676, -0.8540, -1.8488], [0.7988, -0.3193, -2.9219], [2.2656, -0.5727, -3.6859], [0.3409, -2.5770, -2.4229], [1.4069, -2.0644, -5.1994], [0.1329, -3.1774, -4.6981], [1.9584, 3.5937, 6.4153], [1.1485, 3.5467, 5.1135], [1.9899, 3.0448, 3.9245], [1.1337, 2.0551, 3.3298], [0.1517, 1.7204, 4.1719], [-0.6245, 0.8330, 4.0017], [0.1719, 2.5130, 5.2687], [2.4679, 2.6435, 6.5649], [1.2419, 3.8696, 7.1870], [2.7710, 4.3235, 6.4060], [0.7014, 4.5149, 4.8982], [2.9771, 2.6546, 4.1509], [2.0331, 3.8506, 3.1892], [-2.7918, -1.5094, 1.8558], [-3.0646, -2.0838, 3.0691], [-3.9654, -3.0954, 2.8638], [-4.1379, -3.2298, 1.4567], [-3.4024, -2.2254, 0.8665], [-2.2441, -0.6736, 1.7267], [-2.8075, -1.5489, 3.9705], [-4.3513, -3.6735, 3.6884], [-4.7262, -4.0105, 1.0039], [-3.2356, -1.9691, -0.1665]]}



Entry 7:
{"formula": "C29H45IrN4O5S2", "method": "ωB97M-V with the def2-TZVPD basis set", "orbital_gap_ha": [0.27741, 0.28082], "de_lowest_kj_mol": 42.8, "max_force_ha_per_bohr": 0.01163, "spin_multiplicity": 2, "total_energy_ha": -2627.72299, "homo_ev": [-9.7, -10.9], "total_charge": 1, "s2": 0.8007, "elements": ["Ir", "N", "C", "C", "O", "O", "H", "H", "H", "H", "C", "S", "C", "O", "H", "H", "H", "H", "H", "H", "C", "N", "N", "C", "O", "C", "C", "C", "C", "C", "C", "C", "C", "C", "H", "H", "H", "H", "H", "H", "H", "H", "H", "H", "H", "H", "C", "C", "C", "S", "O", "C", "C", "C", "H", "H", "H", "H", "H", "H", "H", "H", "H", "H", "H", "H", "H", "H", "C", "C", "C", "C", "C", "C", "C", "C", "N", "H", "H", "H", "H", "H", "H", "H", "H", "H"], "positions_angstrom": [[0.0417, -1.0578, 0.3965], [-0.8191, 0.2502, 1.8942], [-2.0925, -0.3533, 2.3566], [-2.6815, -1.2612, 1.2776], [-3.8756, -1.4331, 1.1791], [-1.7966, -1.8672, 0.5309], [-0.2193, 0.4475, 2.6867], [-0.9926, 1.1313, 1.4108], [-2.8154, 0.3970, 2.6666], [-1.8731, -1.0009, 3.2069], [1.2835, 4.9675, -0.0397], [0.3580, 3.4275, -0.0772], [0.6254, 3.0294, -1.8223], [-1.0741, 3.8101, 0.0708], [0.8537, 5.6573, -0.7651], [2.3317, 4.7687, -0.2677], [1.1928, 5.3768, 0.9644], [1.2041, 3.7982, -2.3303], [-0.3758, 2.9731, -2.2466], [1.1002, 2.0554, -1.8940], [-4.9160, -0.6014, -2.7023], [-3.9923, 0.0355, -1.7815], [-2.6421, -0.2060, -1.7955], [-2.0387, 0.6591, -0.9312], [-0.7803, 0.6169, -0.6404], [-3.0405, 1.5030, -0.4272], [-4.2316, 1.0758, -0.9701], [-5.6093, 1.5943, -0.7658], [-2.0769, -1.2932, -2.5287], [-1.1554, -1.0053, -3.5239], [-0.6409, -2.0444, -4.2844], [-1.0572, -3.3471, -4.0500], [-1.9722, -3.6213, -3.0418], [-2.4859, -2.5928, -2.2676], [-4.3604, -1.0236, -3.5344], [-5.6053, 0.1481, -3.0837], [-5.4711, -1.3948, -2.2033], [-2.8789, 2.3413, 0.2283], [-5.5936, 2.3841, -0.0197], [-6.2733, 0.8013, -0.4207], [-6.0177, 2.0070, -1.6900], [-0.8605, 0.0212, -3.6996], [0.0756, -1.8348, -5.0680], [-0.6659, -4.1549, -4.6552], [-2.2845, -4.6398, -2.8543], [-3.1772, -2.7830, -1.4590], [4.4452, -2.4294, 0.8009], [4.6257, -1.4102, 1.9188], [3.3217, -0.7760, 2.3914], [2.5128, 0.5127, 1.4140], [1.9355, -0.1479, 0.1477], [3.8966, 1.4941, 0.8111], [4.6444, 0.9655, -0.4168], [4.0036, 1.3389, -1.7469], [5.4115, -2.7624, 0.4218], [3.8711, -2.0197, -0.0298], [3.9078, -3.3077, 1.1601], [5.3402, -0.6361, 1.6316], [5.0650, -1.8986, 2.7914], [3.4326, -0.3014, 3.3708], [2.5249, -1.5219, 2.4795], [4.5488, 1.5979, 1.6818], [3.4683, 2.4787, 0.6110], [4.7641, -0.1144, -0.3582], [5.6497, 1.3906, -0.3683], [3.0342, 0.8589, -1.8658], [4.6425, 1.0212, -2.5706], [3.8729, 2.4201, -1.8305], [0.5917, -4.3709, 2.4162], [1.3392, -4.7463, 1.1714], [1.9725, -5.9627, 1.0432], [2.6526, -6.2968, -0.1275], [2.7046, -5.4012, -1.1869], [2.0892, -4.1638, -1.1189], [2.2164, -3.1881, -2.2526], [1.3907, -3.8299, 0.0758], [0.8182, -2.6402, 0.2149], [0.4793, -5.2337, 3.0702], [-0.3969, -3.9780, 2.1757], [1.1203, -3.5917, 2.9740], [1.9292, -6.6708, 1.8614], [3.1434, -7.2574, -0.2100], [3.2509, -5.6649, -2.0850], [3.2668, -3.0630, -2.5235], [1.7993, -2.2149, -2.0012], [1.6945, -3.5581, -3.1352]]}



Entry 8:
{"formula": "C4H30NO10", "method": "ωB97M-V with the def2-TZVPD basis set", "orbital_gap_ha": [0.09320, 0.37912], "de_lowest_kj_mol": 33.3, "max_force_ha_per_bohr": 0.06267, "spin_multiplicity": 2, "total_energy_ha": -977.40359, "homo_ev": [-2.3, -10.2], "s2": 0.7506, "elements": ["O", "C", "C", "N", "C", "C", "H", "H", "H", "H", "H", "H", "H", "H", "H", "H", "H", "H", "H", "H", "O", "H", "H", "O", "H", "H", "O", "H", "H", "O", "H", "H", "O", "H", "H", "O", "H", "H", "O", "H", "H", "O", "H", "H", "O"], "positions_angstrom": [[0.7068, 2.2205, -0.0404], [-0.5603, 2.7217, 0.3416], [-1.4777, 1.5214, 0.6712], [-1.2390, 0.5022, -0.3818], [-2.3663, -0.4728, -0.6019], [-1.0107, 1.1563, 2.0915], [1.3358, 2.3585, 0.6923], [-1.0157, 3.2449, -0.5000], [-0.4983, 3.4150, 1.1768], [-2.5526, 1.7085, 0.6010], [-1.1663, 0.9245, -1.3126], [-0.3531, 0.0036, -0.2588], [-2.0590, -0.9609, -1.5207], [-3.3980, -0.1416, -0.5367], [-2.3118, -1.3193, 0.0886], [-1.6145, 1.6407, 2.8517], [-1.0831, 0.0564, 2.3009], [0.0323, 1.2656, 2.3265], [-2.6571, 2.9503, -2.5652], [-3.8402, 3.1863, -1.6258], [-2.9652, 2.7737, -1.6676], [2.4558, 2.5967, 3.0290], [3.4398, 2.6279, 1.7041], [2.5614, 2.7146, 2.0864], [1.6226, -1.7151, 0.8802], [1.4913, -1.2604, -0.7204], [1.0993, -1.2823, 0.1707], [-0.1914, -2.6920, -1.3645], [-0.9820, -3.9396, -1.6213], [-0.7528, -3.1023, -2.0386], [2.2460, 0.2931, -2.5913], [2.4848, -0.7985, -3.7227], [1.9086, -0.5225, -2.9986], [-0.5333, -1.8001, 2.5077], [-1.4480, -2.7599, 3.1899], [-1.4546, -1.8710, 2.8214], [4.5811, -1.2997, 0.2980], [3.0763, -0.8991, 0.3601], [3.8289, -1.2184, 0.8953], [-0.8117, -1.1889, -3.6503], [-0.1271, 0.1021, -3.4498], [-0.9186, -0.3711, -3.1390], [1.7880, -4.1592, 1.6495], [2.8319, -3.0066, 1.8703], [1.8978, -3.2031, 1.7030]]}